A cluster of 2 separate species, C27H25F7N3O in total in a non-equilibrium geometry, computed with ωB97M-V/def2-TZVPD.

The total energy comes out at -53939.1926 eV. The LUMO energy is -6.25 eV. As for the total charge: +1.

```
63
C27H25F7N3O (ωB97M-V/def2-TZVPD)
O 1.154 -3.119 2.714
C 2.321 -2.722 2.819
N 3.389 -3.544 2.566
C 3.160 -4.872 1.994
C 3.024 -4.798 0.462
C 4.296 -4.277 -0.242
C 4.416 -5.103 -1.536
C 3.257 -6.122 -1.506
N 2.707 -6.022 -0.180
N 2.693 -1.432 3.195
C 1.811 -0.412 3.534
C 2.282 0.915 3.589
C 1.422 1.934 3.982
C 1.920 3.357 3.982
F 1.306 4.119 4.936
F 3.266 3.435 4.210
F 1.685 3.969 2.774
C 0.101 1.677 4.344
C -0.359 0.361 4.276
C -1.781 0.079 4.687
F -2.095 -1.249 4.640
F -2.025 0.503 5.970
F -2.678 0.730 3.877
C 0.466 -0.671 3.846
H 4.335 -3.178 2.573
H 4.013 -5.512 2.265
H 2.241 -5.272 2.439
H 2.182 -4.092 0.272
H 4.189 -3.203 -0.433
H 5.174 -4.435 0.397
H 4.348 -4.462 -2.418
H 5.376 -5.628 -1.556
H 2.500 -5.871 -2.269
H 3.616 -7.137 -1.725
H 1.801 -6.434 0.002
H 3.680 -1.213 3.122
H 3.312 1.142 3.319
H -0.550 2.478 4.675
H 0.078 -1.678 3.749
F -1.478 -8.591 -3.079
C -0.624 -7.709 -3.704
C 0.229 -8.207 -4.686
C 1.123 -7.300 -5.282
C 1.157 -5.973 -4.892
C 0.275 -5.467 -3.881
C 0.440 -4.101 -3.531
C -0.264 -3.268 -2.619
C 0.073 -1.874 -2.635
C -0.551 -0.966 -1.796
C -1.546 -1.394 -0.898
C -1.886 -2.753 -0.856
C -1.245 -3.683 -1.672
C -0.665 -6.379 -3.313
H 0.191 -9.255 -4.974
H 1.796 -7.652 -6.063
H 1.861 -5.277 -5.359
H 1.140 -3.562 -4.173
H 0.840 -1.540 -3.339
H -0.272 0.089 -1.830
H -2.048 -0.680 -0.242
H -2.661 -3.098 -0.169
H -1.497 -4.734 -1.574
H -1.411 -6.055 -2.597
```

Charge distribution, Löwdin scheme, values in e: number 1, O, carries 0.0366; number 2, C, carries -0.4953; number 3, N, carries 0.0671; number 4, C, carries -0.1277; number 5, C, carries -0.3684; number 6, C, carries -0.1287; number 7, C, carries -0.1484; number 8, C, carries -0.2092; number 9, N, carries -0.0355; number 10, N, carries 0.1328; number 11, C, carries -0.1860; number 12, C, carries 0.0591; number 13, C, carries -0.1056; number 14, C, carries -0.5102; number 15, F, carries 0.1250; number 16, F, carries 0.1176; number 17, F, carries 0.1188; number 18, C, carries 0.0536; number 19, C, carries -0.0951; number 20, C, carries -0.5070; number 21, F, carries 0.1197; number 22, F, carries 0.1254; number 23, F, carries 0.1153; number 24, C, carries 0.0686; number 25, H, carries 0.1399; number 26, H, carries 0.1323; number 27, H, carries 0.1241; number 28, H, carries 0.1362; number 29, H, carries 0.1089; number 30, H, carries 0.1111; number 31, H, carries 0.0988; number 32, H, carries 0.1087; number 33, H, carries 0.0800; number 34, H, carries 0.1124; number 35, H, carries 0.1251; number 36, H, carries 0.1491; number 37, H, carries 0.1302; number 38, H, carries 0.1414; number 39, H, carries 0.1086; number 40, F, carries 0.0636; number 41, C, carries -0.2066; number 42, C, carries 0.0677; number 43, C, carries -0.0263; number 44, C, carries -0.0005; number 45, C, carries -0.1891; number 46, C, carries 0.1209; number 47, C, carries -0.1747; number 48, C, carries 0.0115; number 49, C, carries -0.0342; number 50, C, carries 0.0064; number 51, C, carries -0.0246; number 52, C, carries 0.0236; number 53, C, carries 0.0917; number 54, H, carries 0.1413; number 55, H, carries 0.1261; number 56, H, carries 0.1304; number 57, H, carries 0.1336; number 58, H, carries 0.1273; number 59, H, carries 0.1231; number 60, H, carries 0.1298; number 61, H, carries 0.1262; number 62, H, carries 0.0956; number 63, H, carries 0.1081